Entry 1:
The following is a quantum chemistry calculation of a structure of composition C39H53Br2N5OSiY in a non-equilibrium geometry, from OMol25.

```
102
Properties=species:S:1:pos:R:3:lowdin_charge:R:1
Y 0.4517 0.0490 -0.0359 1.372
Br -2.2045 -1.5483 -0.1899 0.771
Br -2.4392 1.5979 -0.5623 0.770
Si 1.9312 -3.2616 0.6771 0.492
O 1.1819 -1.8916 0.1408 -0.482
N -0.6670 0.5790 2.3422 -0.246
N 0.0970 -0.4607 -5.3231 -0.149
N 2.9158 0.8417 -0.3731 -0.241
N 0.6749 2.1007 0.4466 -0.170
N 0.0134 -0.0769 -2.7689 -0.195
C 2.6130 2.1212 -0.9878 -0.237
C 1.0362 3.9059 2.1063 -0.020
C -1.2881 -4.6411 2.9368 -0.080
C 3.7831 -0.0379 -1.1721 -0.061
C -1.3417 0.0282 -3.3625 -0.190
C 0.0396 -0.4350 3.1665 -0.063
C -0.3474 2.4195 3.9719 -0.034
C 4.8467 -3.3202 1.0922 -0.088
C -3.4040 -0.0612 -0.4925 -0.920
C -2.1068 0.4805 2.6501 -0.117
C 4.6934 -1.6412 3.2983 -0.083
C -0.4954 -4.0612 1.9525 -0.134
C 3.0109 3.9199 -2.5400 -0.069
C 0.6980 -5.2201 4.1605 -0.071
C 1.4556 2.7634 -0.5292 -0.285
C 3.5861 -2.8466 1.4810 -0.224
C 0.6755 -4.8649 -1.2045 -0.083
C 6.0038 -2.9630 1.7798 -0.070
C 2.9308 -4.0111 -1.8753 -0.072
C 3.5449 -2.0051 2.6055 -0.135
C 0.5074 2.6682 1.7159 -0.248
C 0.8633 4.3900 3.3948 -0.073
C -0.1784 1.9281 2.6850 -0.214
C -0.6867 -5.2178 4.0487 -0.080
C 0.8614 0.7365 -4.9710 -0.130
C 1.0862 3.9807 -1.0976 -0.033
C 3.3883 2.7074 -1.9821 -0.029
C 0.8687 0.9420 -3.4328 -0.138
C 1.4822 -4.6331 3.1722 -0.081
C 2.7138 -5.8313 -0.1419 -0.074
C 2.0900 -4.5343 -0.6972 -0.590
C -1.2863 -0.2734 -4.8864 -0.137
C 3.5649 1.0630 0.9427 -0.017
C 0.1624 3.6539 4.3410 -0.080
C 0.5527 -1.4184 -3.0874 -0.170
C 0.6561 -1.6175 -4.6212 -0.132
C 5.9303 -2.1212 2.8812 -0.075
C 0.9038 -4.0314 2.0478 -0.229
C 1.8571 4.5574 -2.0969 -0.068
H 1.1036 -0.2010 3.1731 0.085
H 6.8313 -1.8475 3.4174 0.107
H 0.0240 4.0260 5.3499 0.107
H 1.5226 -1.5048 -2.6031 0.073
H 3.6203 4.3666 -3.3188 0.111
H 1.8779 0.6254 -5.3479 0.122
H 3.9486 -3.7370 -1.5864 0.067
H -1.8515 -1.1742 -5.1273 0.122
H 0.7337 -5.5747 -2.0389 0.092
H -0.8738 1.8235 4.7126 0.112
H 3.3965 -0.1534 -2.1832 0.079
H -1.9853 -0.6845 -2.8480 0.064
H 1.1700 -5.6794 5.0217 0.107
H -0.1029 -2.1520 -2.6252 0.090
H 4.9456 -3.9820 0.2411 0.080
H 1.8728 0.8369 -3.0407 0.078
H -1.7218 0.5496 -5.4525 0.121
H 2.9287 1.6768 1.5750 0.087
H -2.3675 -4.6525 2.8338 0.104
H 3.0091 -4.7842 -2.6512 0.092
H -2.2762 0.5929 3.7229 0.089
H 1.2852 5.3528 3.6615 0.110
H 1.6008 4.4907 1.3909 0.108
H 1.6946 -1.7466 -4.9297 0.124
H -1.7140 1.0289 -3.1757 0.070
H 0.5112 1.9309 -3.1453 0.118
H -2.4776 -0.5015 2.3606 0.050
H 6.9640 -3.3491 1.4560 0.108
H 0.0645 -5.3278 -0.4226 0.077
H 2.4747 -3.1298 -2.3388 0.048
H 4.8052 0.3490 -1.2313 0.099
H -1.2948 -5.6745 4.8202 0.105
H 2.7746 -6.5826 -0.9403 0.091
H 4.6230 -0.9961 4.1668 0.109
H 0.1485 -3.9738 -1.5605 0.052
H -0.3062 -0.4259 4.2037 0.101
H 0.1811 4.4662 -0.7461 0.124
H 0.4162 1.5934 -5.4771 0.123
H 4.2887 2.2153 -2.3362 0.115
H -2.6531 1.2616 2.1354 0.050
H -3.8982 -0.2251 -1.4364 0.012
H 3.7263 -5.6842 0.2470 0.067
H -0.1156 -1.4387 2.7637 0.071
H 3.8148 -1.0154 -0.6930 0.075
H 2.5827 -1.6496 2.9669 0.082
H 2.5620 -4.6416 3.2846 0.106
H -4.0899 -0.0260 0.3382 0.012
H 2.1101 -6.2557 0.6656 0.081
H 0.1102 -2.5094 -4.9304 0.123
H 3.7467 0.1043 1.4225 0.065
H 4.5176 1.5758 0.8006 0.109
H 1.5594 5.5063 -2.5303 0.111
H -0.9775 -3.6403 1.0772 0.031
```

As for the orbital gap: 7.32 eV. As for the net charge: +1. Its LUMO energy is -2.64 eV.

Entry 2:
The following is a quantum chemistry calculation of a cluster of 5 separate species, C39H53Br4ClN9O7P2S in total in a non-equilibrium geometry, from OMol25.

```
116
Properties=species:S:1:pos:R:3:lowdin_charge:R:1
Br 2.4939 -3.9161 -4.5143 0.474
Br -1.8304 0.4961 -1.6821 0.893
Br -1.3146 -5.7342 1.2793 0.911
Br 2.4265 -1.1129 -0.5156 0.922
Cl -5.1359 -0.0925 1.8845 0.663
S -5.5779 -4.8336 -2.2089 0.597
P 1.8519 -5.5654 0.6735 0.723
P 2.4734 -3.8989 -2.2711 0.632
O 2.9305 -5.4991 -2.0562 -0.424
O -0.4005 -2.7186 -5.1080 0.113
O -4.7771 -5.9698 -1.8864 -0.272
O 2.0415 -0.9660 -3.5195 0.041
O -5.6017 -4.5143 -3.5914 -0.249
O -7.1038 -5.1730 -1.7706 -0.134
O 0.2034 -6.1366 -4.1555 0.079
N -2.0884 -2.6617 1.2143 0.173
N 3.1447 3.8623 6.0238 0.063
N 3.1549 -1.1320 5.0538 0.059
N -0.0332 -1.9437 -3.0288 0.093
N -0.5636 -4.1976 0.6172 -0.482
N 2.7372 8.4611 3.6549 0.057
N -0.7698 3.8087 -3.5763 0.059
N 3.3366 -5.0450 0.8270 -0.293
N -1.4466 -2.6216 -1.0496 0.024
C -2.9684 -1.4976 1.1274 -0.195
C -0.8929 -2.2216 -4.1654 -0.469
C 0.4561 -1.3186 -0.6842 -0.504
C -2.3337 -1.7701 -4.4667 0.001
C 0.8155 -4.1325 0.0703 -0.427
C -3.9340 -2.6306 -1.9101 -0.181
C 2.6403 3.0869 5.0639 -0.149
C 4.0811 -0.2298 5.3801 -0.163
C 5.0855 8.6095 4.1265 -0.065
C -1.4010 -3.1761 0.2408 -0.375
C 4.0547 10.2296 2.7101 -0.073
C -0.3448 -5.3217 -3.5225 -0.317
C -5.0550 -3.4248 -1.1942 -0.223
C 0.7138 -3.8398 -1.4809 -0.418
C 5.1897 9.7436 3.3383 -0.079
C 0.3400 0.2684 -4.3672 0.012
C 1.6630 3.5023 4.1722 -0.073
C -1.9113 3.2652 -3.9994 -0.186
C -0.0839 -2.4525 -1.6846 -0.318
C -0.0059 -5.1267 -2.0344 -0.149
C 3.7081 -0.7625 2.7485 -0.098
C 0.8732 -0.9415 -3.5282 -0.508
C -2.5323 -3.3339 -1.7356 -0.125
C -4.3314 -1.7049 1.8360 -0.698
C -1.4250 5.8474 -4.6583 -0.063
C 4.6653 0.1729 3.1085 -0.070
C 1.6866 5.6176 5.2753 -0.093
C 2.8590 9.5554 2.9019 -0.155
C 2.6653 5.1041 6.1136 -0.167
C 2.9853 -1.3801 3.7558 -0.166
C -0.5451 5.0807 -3.9097 -0.145
C 4.8580 0.4490 4.4515 -0.086
C -4.1752 -2.1595 3.3067 -0.118
C 1.1779 4.7953 4.2847 -0.075
C 3.8422 8.0089 4.2493 -0.148
C -0.1904 0.1129 -0.6822 -0.648
C -2.8561 3.9401 -4.7546 -0.066
C -2.6037 5.2610 -5.0885 -0.071
C 0.7811 1.3050 -1.0021 -0.192
H -0.9532 -5.3959 -1.5236 0.088
H -4.2159 -2.7021 -2.9708 0.079
H -4.6669 -3.8792 -0.2671 0.088
H -3.3163 5.8257 -5.6766 0.110
H -2.4829 -0.7140 1.7404 0.135
H 4.0949 11.1119 2.0858 0.102
H -3.9434 -1.5611 -1.6828 0.079
H 0.3915 5.4961 -3.5541 0.106
H 3.0478 2.0843 5.0175 0.069
H 0.6005 0.0072 -5.4058 0.108
H -5.9052 -2.7937 -0.9035 0.116
H -3.7534 -1.3535 3.9189 0.087
H -1.1893 -4.8210 -4.0514 0.120
H 3.0967 5.7119 6.9024 0.107
H -0.4827 0.3843 0.3416 0.080
H -7.1372 -4.9862 -0.8141 0.092
H -4.9663 -2.4416 1.3374 0.077
H 1.2921 2.8289 3.4100 0.091
H -3.7644 3.4456 -5.0721 0.103
H -3.0703 -1.0611 0.1339 0.040
H 3.7125 7.1191 4.8516 0.072
H 1.8688 -6.7070 -0.1571 0.033
H -2.8136 -4.2351 -1.1464 0.105
H 6.1431 10.2423 3.2151 0.107
H 1.4111 1.5461 -0.1391 0.069
H -1.1918 6.8757 -4.8978 0.106
H 0.3571 -1.6189 0.3666 0.058
H -2.3207 -3.7989 -2.7076 0.109
H -2.2729 -1.1784 -5.3879 0.107
H 5.9479 8.1990 4.6342 0.104
H 1.3718 1.1609 -1.9092 0.050
H 0.8800 1.1834 -4.1186 0.089
H 3.9731 -5.6148 0.2811 -0.035
H 5.2521 0.6800 2.3523 0.110
H -3.6064 -3.0965 3.4147 0.074
H -2.0002 -3.0623 2.1449 0.144
H 1.3339 6.6330 5.3945 0.100
H 3.5200 -1.0103 1.7120 -0.015
H 4.1986 -0.0480 6.4428 0.112
H 0.4135 5.1584 3.6087 0.106
H -2.0619 2.2315 -3.7102 0.016
H -2.8173 -1.1377 -3.7150 0.025
H 1.9439 9.9010 2.4329 0.102
H 0.1625 2.1998 -1.1733 0.055
H 1.3351 -3.3201 0.6081 0.071
H -5.1904 -2.3502 3.6808 0.089
H 1.4774 -5.8900 2.0063 0.003
H 3.8874 -5.5177 -2.2187 0.060
H 5.5934 1.1738 4.7739 0.112
H 2.2229 -2.1182 3.5206 0.090
H -2.9990 -2.6251 -4.6523 0.097
H 0.6342 -5.9963 -1.8190 0.089
H -0.7448 0.4088 -4.3414 0.028
```

As for the orbital gap: 5.89 eV. As for the net charge: +1. Its LUMO energy is -4.76 eV.

Entry 3:
The following is a quantum chemistry calculation of a cluster of 7 separate species, C39H53BrClN8O3 in total, from OMol25.

```
105
Properties=species:S:1:pos:R:3:lowdin_charge:R:1
Br -3.8932 0.6002 -1.6602 0.920
Cl -2.7413 2.3932 -3.9263 0.852
O -1.6626 4.8428 -3.2455 -0.017
O 2.1246 4.5308 2.4376 0.090
O 1.9615 5.0771 -2.7385 -0.003
N -2.6556 2.9941 -2.3481 -0.380
N 6.6334 -0.3039 2.4667 0.003
N -4.3132 -3.1790 -1.3751 -0.017
N 0.7466 -7.4657 -3.9613 -0.008
N -4.3368 -7.2480 3.0528 -0.007
N 0.4906 3.4878 3.7021 -0.114
N 5.6530 5.9318 0.7873 0.000
N -1.5394 -1.9843 -5.6307 0.001
C -2.7915 2.2658 2.5054 -0.176
C -0.7696 -3.1071 -5.7588 -0.128
C -4.2984 -8.3896 2.2983 -0.146
C -2.0664 4.7746 -0.8954 0.071
C 2.7276 2.4158 3.2654 0.028
C -3.5563 1.9715 1.2027 -0.162
C -2.1827 -2.0023 -4.4199 -0.154
C -2.1110 4.2197 -2.1700 -0.345
C -3.0973 -9.0032 2.5282 -0.109
C -0.5595 3.5754 2.6592 -0.193
C 5.7199 7.9302 1.7314 -0.112
C 0.3940 4.6954 4.5706 -0.058
C -5.8602 -4.7468 -1.1801 -0.097
C 0.3515 -8.5154 -2.0543 -0.110
C 7.0007 1.6194 3.4973 -0.108
C -4.0039 -3.8889 -0.2438 -0.137
C -1.8122 -3.1506 -3.7686 -0.102
C 0.7811 -7.3357 -2.5982 -0.151
C -3.1406 2.2681 -1.2787 -0.598
C -3.1709 -7.1236 3.7597 -0.147
C -3.0685 2.7695 0.0148 -0.213
C 4.6912 5.9261 1.7638 -0.142
C 4.7118 7.1543 2.3692 -0.107
C 6.5900 1.8866 2.1631 -0.122
C -1.2546 2.2308 2.3677 -0.151
C 0.7753 2.9952 -3.2196 -0.021
C 0.2963 -8.7148 -4.2937 -0.140
C 1.7925 3.5699 3.0678 -0.488
C -0.9163 -3.8490 -4.6189 -0.092
C 6.2816 7.1488 0.7596 -0.145
C 7.0161 0.2598 3.6531 -0.136
C -2.3810 -8.1993 3.4568 -0.112
C 0.0447 -9.3915 -3.1314 -0.109
C -2.5402 4.0548 0.1723 0.047
C 6.3689 0.6797 1.5533 -0.150
C 0.7377 4.3801 -2.5814 -0.412
C -0.2810 5.3096 -3.2198 -0.079
C -5.4463 -3.6944 -1.9489 -0.135
C -4.9442 -4.8706 -0.0991 -0.098
H 0.1940 -9.0122 -5.3229 0.105
H 0.2654 -8.7286 -1.0022 0.090
H 1.0132 -6.7558 -4.6165 0.130
H -0.4419 -4.7930 -4.4127 0.077
H 0.3219 5.6086 3.9804 0.087
H -2.7672 -9.9258 2.0817 0.091
H 2.1634 1.4905 3.3173 0.081
H -2.1425 -3.4674 -2.7954 0.076
H -5.8535 -3.2729 -2.8519 0.107
H 6.0508 0.4374 0.5538 0.101
H -0.2157 6.3006 -2.7784 0.140
H -1.6448 5.7602 -0.7974 0.149
H 0.3940 3.0081 -4.2379 0.084
H 7.2570 2.3432 4.2523 0.093
H -0.4791 4.6216 5.2096 0.089
H -3.7857 -2.4058 -1.7303 0.074
H 0.2046 2.2772 -2.6367 0.075
H -1.2879 4.3121 2.9833 0.101
H 2.5610 4.5643 -3.2852 0.096
H -0.0006 5.4233 -4.2603 0.145
H -3.1391 3.2092 2.9223 0.109
H -2.4889 4.4875 1.1574 0.125
H -1.0108 1.9510 1.3410 0.104
H 1.2954 4.7685 5.1705 0.094
H 5.9995 8.9445 1.9619 0.090
H -0.3203 -10.4019 -3.0589 0.091
H -0.1118 3.9402 1.7331 0.108
H 4.0808 5.0591 1.9449 0.070
H 6.4730 2.8558 1.7069 0.078
H 6.5621 -1.2890 2.2926 0.144
H 1.7951 2.6220 -3.2541 0.091
H 7.2679 -0.3523 4.5017 0.108
H -0.1886 -3.2816 -6.6479 0.111
H 1.1064 -6.4193 -2.1361 0.101
H -1.3993 -8.3909 3.8558 0.089
H 5.8657 5.1613 0.1826 0.133
H -0.8304 1.4478 2.9842 0.113
H -5.1032 -6.6022 3.0857 0.135
H -6.7214 -5.3640 -1.3717 0.095
H -2.8426 -1.1980 -4.1347 0.068
H 0.5971 4.2642 -1.5052 0.138
H -3.1431 -3.6390 0.3529 0.106
H -3.0918 1.4943 3.2071 0.116
H -5.1249 -8.6655 1.6663 0.106
H -3.0058 -6.2854 4.4145 0.101
H -4.6042 2.2273 1.3497 0.136
H -1.6219 -1.2623 -6.3213 0.141
H 7.0696 7.3520 0.0550 0.104
H -3.4611 0.9175 0.9867 0.080
H 3.2871 2.6092 4.1766 0.102
H -4.9697 -5.6017 0.6909 0.075
H 4.0744 7.4647 3.1804 0.088
H 3.4027 2.3964 2.4194 0.075
```

As for the orbital gap: 5.11 eV. As for the net charge: +1. Its LUMO energy is -4.36 eV.

Entry 4:
The following is a quantum chemistry calculation of a structure of composition C39H53ClOP4Ru in a non-equilibrium geometry, from OMol25.

```
99
Properties=species:S:1:pos:R:3:lowdin_spin:R:1
Ru 0.1594 -0.0074 1.7245 2.051
Cl 2.1328 1.2312 2.6261 0.267
P -1.2399 1.7519 2.2997 0.109
P 1.6954 -1.8333 1.6590 0.083
P 1.3719 1.0885 -2.6147 0.374
P -3.3124 -2.6364 -0.4762 0.016
O -2.0317 0.0383 -1.7558 0.012
C 5.7030 2.3383 -3.3811 0.025
C -0.6789 2.8476 3.6467 0.024
C -0.2006 -0.1045 -0.2361 0.176
C -1.6337 -1.1105 1.3285 0.091
C -1.5548 0.4806 7.0343 0.000
C -0.3623 -0.1959 5.0197 0.008
C -3.8238 -3.6147 0.9007 0.003
C 0.3384 -3.0252 -4.4352 0.035
C -1.5498 -0.1515 5.7807 0.008
C -1.4372 2.8801 0.8901 0.025
C -1.2119 4.3171 -4.6728 0.003
C 0.7440 2.8569 -4.6586 0.016
C 3.1017 1.4802 -2.8722 0.048
C -2.9579 1.3716 2.7902 0.006
C -1.2094 -0.8956 -1.0369 0.018
C -0.0405 3.8134 -5.3220 0.004
C -0.3895 1.0706 7.5222 0.010
C 0.7833 0.4173 5.5143 0.008
C -4.5716 -1.5513 -1.1152 0.004
C 4.9661 2.9097 -2.3404 -0.001
C 0.3536 2.3748 -3.4030 0.057
C 3.6855 2.4864 -2.0652 0.018
C -1.9789 -1.5453 0.0908 0.071
C 0.7880 0.7742 0.1015 0.196
C 5.1451 1.2874 -4.1703 -0.001
C -0.1000 -0.6424 -4.2993 0.027
C -0.4215 -1.8923 -4.8027 -0.002
C -1.5629 3.8619 -3.3789 -0.001
C 1.0229 -0.4850 -3.4548 0.028
C 2.7628 -2.1524 3.1128 0.014
C 0.9281 -3.4479 1.2651 0.007
C 0.7831 1.0490 6.7651 -0.001
C 1.4545 -2.8753 -3.5796 -0.004
C 1.8189 -1.6114 -3.1317 0.027
C 3.8363 0.8550 -3.8919 0.027
C 2.9338 -1.6039 0.3454 0.017
C -0.7790 2.9009 -2.7473 0.005
C -0.3026 -0.9636 3.7335 0.034
C -2.5903 -3.6227 -1.7855 0.004
H 1.6789 -4.2555 1.3236 0.001
H -1.7619 -4.2288 -1.3912 0.000
H 0.4909 -1.7196 3.8372 0.004
H 1.4933 1.4406 0.5827 0.004
H 0.4076 2.9675 3.5444 0.002
H 2.2050 -2.6166 3.9351 0.000
H -5.3352 -2.1840 -1.6002 0.001
H -1.8405 3.8455 1.2290 0.003
H 5.4234 3.7169 -1.7382 0.000
H 3.3796 0.0666 -4.4883 0.001
H -2.1185 2.4225 0.1638 0.001
H -2.3316 -1.4084 2.1520 0.007
H -3.3749 -4.2885 -2.1624 0.001
H -3.5215 2.3039 2.9443 0.001
H 1.6497 2.4671 -5.1271 0.001
H -3.0006 -4.2731 1.2229 0.000
H -3.4413 0.7902 1.9941 0.000
H 3.1916 -1.2074 3.4440 0.002
H 3.5715 -2.8427 2.8064 0.003
H 5.6920 0.8280 -4.9616 0.000
H 0.1156 -3.6594 1.9657 0.000
H 2.0435 -3.7435 -3.2972 -0.001
H -2.2205 -2.9965 -2.6076 0.000
H -4.1343 -2.9679 1.7331 0.001
H -1.4675 0.5451 -2.4239 0.001
H -1.2348 -1.5310 3.6504 0.001
H 1.6887 0.4080 4.9014 0.000
H -2.4717 0.4904 7.6252 0.000
H -2.9743 0.7882 3.7183 0.000
H -1.2590 -1.9958 -5.4931 -0.001
H 0.5132 -3.4176 0.2508 0.000
H 1.7009 1.5045 7.1297 0.000
H -5.0270 -0.9948 -0.2851 0.000
H -1.0303 2.5751 -1.7281 0.001
H 6.7020 2.6631 -3.6102 0.001
H -4.1304 -0.8518 -1.8265 0.000
H -2.4421 4.2653 -2.8896 0.000
H 2.7531 -1.4830 -2.5731 0.000
H -0.3897 1.5474 8.5131 0.000
H -1.7993 5.0415 -5.1752 0.000
H -4.6639 -4.2143 0.5566 0.000
H 2.4623 -1.7615 -0.6309 0.001
H 0.2460 4.1520 -6.2895 0.001
H -0.6735 0.2438 -4.6116 0.001
H -0.4543 3.0253 0.4299 0.001
H 3.7518 -2.3269 0.4900 0.002
H -2.4488 -0.6397 5.4020 0.000
H 3.0933 2.9201 -1.2407 0.001
H -1.1793 3.8212 3.5586 0.004
H 3.3191 -0.5842 0.3970 0.000
H 0.0736 -3.9918 -4.8140 0.002
H -0.8913 2.4025 4.6242 0.000
H -0.5959 -1.5720 -1.6832 0.003
```

As for the orbital gap (spin up / spin down): 5.13 / 4.20 eV. Its spin multiplicity is 5. As for the net charge: +2. Its LUMO energy (spin up / spin down) is -4.80 / -7.73 eV.

- Among the records above, which one has the highest net charge?
  C39H53ClOP4Ru

- net charge of number 3 (C39H53BrClN8O3)?
  +1